The following is a DFT calculation (ωB97M-V/def2-TZVPD) of the ion C10H12N with charge +1 at a distorted geometry.

```
23
Properties=species:S:1:pos:R:3:forces:R:3:mulliken_charge:R:1
C -0.09412 1.79953 -0.02256 0.3241 0.1735 0.1358 -0.373
H 3.53829 0.88434 -1.08126 0.0590 0.0395 -0.0529 0.312
H 4.34147 -0.66812 -0.89443 0.1075 0.0465 0.0298 0.302
H 0.62376 1.80391 0.78755 0.0258 0.0203 0.1269 0.374
C -2.53284 1.38900 0.19922 -0.2300 0.4021 0.2152 0.177
C -1.94238 -1.71946 -0.29167 0.6348 -0.4402 -0.0776 -0.603
H -3.00931 2.34350 0.42773 0.1235 0.0140 -0.0636 0.381
H 2.92127 -0.68684 1.44770 -0.1017 -0.0793 0.1640 0.370
H -1.99407 -2.73153 -0.68256 0.0582 -0.0141 0.0054 0.361
C 3.86645 0.15065 -0.34715 0.1953 -0.0582 -0.1515 -1.163
H 0.24912 2.07676 -1.01244 -0.0634 0.0782 -0.1751 0.346
C 2.72182 -0.38612 0.42780 -0.2791 0.0693 -0.1692 -0.112
C -3.41920 0.31688 -0.01090 -0.4166 -0.9840 -0.2455 -0.692
C 1.49695 -0.54652 -0.08289 0.2804 -0.0596 0.0246 -0.233
H -4.45897 0.61269 0.01376 0.0313 0.0299 -0.0216 0.313
H 0.61802 -1.33031 1.72227 -0.1563 -0.1547 0.1850 0.310
N -1.26632 1.44745 0.17631 -0.0397 0.2382 -0.1278 -0.005
H 4.61726 0.59155 0.30416 0.0202 0.0630 -0.0475 0.346
C -0.78504 -1.33020 0.21401 -0.2897 -0.2963 -0.0451 0.172
H 1.29885 -0.31294 -1.11964 0.0621 0.0730 -0.1943 0.489
C 0.40495 -1.11438 0.68252 0.0932 -0.1555 0.2074 -0.535
H -4.03151 -1.59278 -0.55648 -0.0927 0.0123 0.0430 0.342
C -3.16442 -0.99706 -0.30106 -0.3461 0.9822 0.2348 0.123
```
Forces are in eV/Å.

Summary:
Energy relative to the best compared isomer or geometry (same formula, charge and spin) = 3.9387 eV
E_LUMO = -0.1827 Ha
Kohn-Sham gap = 7.515 eV
HOMO level = -12.49 eV
E = -12044.11079 eV
Total charge = +1

***

The following is a DFT calculation (ωB97M-V/def2-TZVPD) of an isolated molecule of C10H12N2O at a distorted geometry.

```
25
Properties=species:S:1:pos:R:3:forces:R:3:mulliken_charge:R:1
N -3.84120 -0.91000 1.39583 -1.1616 -2.2435 0.0159 -0.313
C -0.02576 -2.17397 -1.08466 0.0520 0.4788 -0.0116 -0.590
N -5.91089 0.43415 1.86609 0.4698 -0.4302 0.1673 -0.509
H -2.79485 0.62220 1.40180 1.7146 -0.1783 -1.9630 0.342
C -3.96802 1.66938 -0.58638 -0.2339 -0.5881 0.7393 -0.707
O -3.15609 0.43244 -0.63411 -1.4069 0.1918 -0.3943 -0.341
H -3.73580 2.16959 0.36021 0.0546 0.0982 -0.1599 0.332
C 0.58146 -2.72770 0.05039 0.5810 -0.7828 0.2566 0.996
C -2.79472 -0.18832 0.55250 -0.3663 3.8217 3.3861 0.044
C -1.10887 -1.28447 -0.93341 0.7253 0.1116 0.7581 -0.578
H -3.74348 2.34718 -1.42755 0.3600 -0.7623 0.2488 0.250
H -1.57570 -0.80043 -1.80302 0.1509 -0.4110 0.5912 0.352
H 1.89882 -4.00615 -1.12506 0.0033 0.0065 0.3210 0.338
H -1.25599 -1.16090 2.48085 0.4094 -0.3973 -0.3026 0.413
C 1.70482 -3.77054 -0.07050 -0.3900 0.4542 -0.1682 -1.385
C -4.97178 -0.23280 1.72838 0.8379 -0.2311 -0.5960 0.438
H 2.63705 -3.42161 0.39247 -0.2098 -0.0009 -0.1354 0.314
H 0.39528 -2.36538 -2.10290 -0.5209 -0.0518 1.0525 0.231
C -1.50494 -0.94125 0.38120 -0.9356 -1.2635 -0.8967 0.384
C -0.88111 -1.50811 1.50513 -0.7669 0.9302 -0.0762 -0.601
C 0.15744 -2.39530 1.35789 0.3246 0.3048 -0.8434 -0.675
H 0.70445 -2.75147 2.23027 -0.1953 -0.1656 -0.2628 0.362
H 1.40649 -4.68718 0.45359 0.0767 0.1438 -0.1928 0.322
H -5.07112 1.49890 -0.57777 0.9357 -0.3640 -0.1064 0.277
H -3.52678 -1.66767 2.06304 -0.5085 1.3287 -1.4274 0.303
```
Forces are in eV/Å.

Summary:
Energy relative to the best compared isomer or geometry (same formula, charge and spin) = 2.8516 eV
SMILES = CO[C@@H](NC#N)c1ccc(C)cc1
E_LUMO = 0.0249 Ha
Kohn-Sham gap = 9.748 eV
HOMO level = -9.07 eV
E = -15590.25847 eV

***

The following is a DFT calculation (ωB97M-V/def2-TZVPD) of a cluster of 2 separate species, C10H12N2O2 in total at a distorted geometry.

```
26
Properties=species:S:1:pos:R:3:forces:R:3:mulliken_charge:R:1
H -3.41544 2.40117 1.98066 0.2740 0.5536 -0.0573 0.421
H -1.54724 -0.74382 -0.39805 -0.9269 0.7957 0.8545 0.230
H -0.18517 -0.52385 -1.53955 0.2456 0.1512 -0.2447 0.240
N 1.70981 -0.71779 0.00667 0.1999 -0.7156 0.8688 0.250
H 0.01618 2.35002 -1.63585 -0.0733 -0.8460 0.4014 0.372
H 0.96721 -1.41905 1.85032 0.1687 -0.8265 -0.4087 0.229
H -1.33795 3.35748 0.45740 0.5644 0.7593 -0.1810 0.401
H 0.95700 -3.94961 0.45071 0.2719 1.4477 -0.2888 0.389
C 2.00196 -1.19906 -1.22534 -1.6318 -4.6371 3.8950 -0.542
C -2.73899 1.92781 1.29173 -1.4194 -2.5592 -0.8898 -0.480
H 1.79775 -3.10640 -2.03005 0.1019 -0.9679 -0.1016 0.408
C -2.97150 0.50849 0.88587 2.8585 2.4804 0.6511 -0.781
C -1.89600 0.18633 0.10862 0.1717 -0.4390 -1.5456 -0.031
C 1.29023 -1.76152 0.86115 -0.5402 2.0870 0.3372 -0.254
H 2.32774 -0.63632 -1.96530 1.3891 2.4326 -3.2179 0.440
H -3.55059 -0.20333 1.34841 -1.5662 -1.2068 0.8786 0.448
H 1.08890 0.66813 2.13344 -0.7735 -1.2135 0.2230 0.296
C 1.74282 -2.55957 -1.11682 0.3347 0.7982 -2.9625 -0.349
H 2.37395 1.19880 -0.43076 1.0346 0.5639 -0.2006 0.466
O 1.55165 1.13480 1.46324 1.6429 1.3956 -1.2653 -0.492
C 1.81892 0.61084 0.23583 -3.3773 1.3334 1.0995 -0.057
N -1.21267 1.34152 -0.21182 0.6246 -0.4323 -0.1485 0.365
C -1.70491 2.37203 0.52969 -0.5379 -0.0084 0.5153 -0.495
O -0.18795 0.30924 -2.03562 0.0700 0.8590 0.1079 -0.506
C 1.23660 -2.91435 0.12285 0.0560 -1.0170 1.1900 -0.686
C -0.13229 1.36802 -1.13740 0.8383 -0.7884 0.4899 -0.282
```
Forces are in eV/Å.

Summary:
Energy relative to the best compared isomer or geometry (same formula, charge and spin) = 4.6663 eV
E_LUMO (alpha / beta) = 0.0226 / 0.0239 Ha
Kohn-Sham gap (alpha / beta) = 7.249 / 7.525 eV
HOMO level (alpha / beta) = -6.63 / -6.87 eV
E = -17634.92909 eV

***

The following is a DFT calculation (ωB97M-V/def2-TZVPD) of a cluster of 2 separate species, C10H12N2O3 in total at a distorted geometry.

```
27
Properties=species:S:1:pos:R:3:forces:R:3:mulliken_charge:R:1
H -0.49111 0.92236 -2.63144 0.5715 -1.0531 0.8128 0.394
H -3.21467 0.45781 0.24910 1.1412 0.3306 -1.0020 0.301
C -0.50493 1.93125 1.86220 0.9260 -1.0911 -1.3006 -0.416
C -2.53325 0.89894 -0.55098 0.0879 0.0414 0.1612 -0.845
H -2.91696 2.77460 0.64269 0.7588 -0.3664 -1.0224 0.298
C 1.16612 -1.58936 -0.87154 -1.5671 -0.0534 1.3778 -0.297
O 3.20783 -2.79746 1.24660 -0.4769 0.1539 -0.0945 -0.642
H -0.02183 0.29261 3.44319 0.1102 1.8070 -0.9145 0.362
C -0.12097 1.16740 2.74362 -1.2293 -0.1935 -0.7021 -0.051
H 1.50808 -0.51660 -2.65074 -0.2752 -0.3099 0.7468 0.303
H 0.48020 -2.59357 1.07542 0.2386 0.8336 -1.1966 0.418
C -0.28767 0.16680 -1.82793 -1.2557 -1.4320 2.9318 -0.318
O 3.95773 -3.23798 -0.73666 -0.5221 0.2167 -0.5192 -0.729
H -2.26093 3.03232 -1.08139 0.0931 -0.5626 1.4191 0.280
C -2.17762 2.40862 -0.12900 0.4046 -0.1751 -0.5433 -0.541
H 2.11795 -2.20537 -0.91145 -0.6306 0.6763 -0.2073 0.411
N 4.16829 -3.06578 0.48653 0.6064 -0.0249 0.5060 1.035
H -3.17153 0.91456 -1.49521 1.0358 -0.0727 1.0873 0.361
C 0.25374 -1.83617 0.28077 -1.7667 2.4808 -1.4073 -0.435
C -1.23697 0.00772 -0.70764 0.7681 -1.2217 0.3026 0.491
C -0.99841 -1.02006 0.40023 2.9246 0.2730 -3.1526 -0.294
N 0.86681 -0.64969 -1.85608 -1.4636 0.0020 1.5408 0.006
H -1.73962 -1.13194 1.24669 1.0872 0.1621 -1.2203 0.382
C -0.71736 2.61484 0.45193 -0.1618 1.0054 1.8689 -0.419
H 0.10997 2.35686 -0.27562 -0.9874 -0.0498 1.0497 0.235
O 5.31241 -3.15729 0.93830 -0.2278 -0.0088 -0.1102 -0.640
H -0.59731 3.73194 0.65606 -0.1899 -1.3677 -0.4121 0.349
```
Forces are in eV/Å.

Summary:
Energy relative to the best compared isomer or geometry (same formula, charge and spin) = 7.5253 eV
E_LUMO = -0.0628 Ha
Kohn-Sham gap = 5.791 eV
HOMO level = -7.50 eV
E = -19678.28456 eV

***

The following is a DFT calculation (ωB97M-V/def2-TZVPD) of an isolated molecule of C10H12N2S at a distorted geometry.

```
25
Properties=species:S:1:pos:R:3:forces:R:3:mulliken_charge:R:1
H 0.42759 -0.94197 -2.51232 -1.0698 -0.6791 -0.3198 0.492
C -3.39765 0.58393 -0.53348 -3.6113 -0.6837 1.4944 -0.142
H 1.84314 2.00798 0.03217 0.4473 -0.2101 0.7332 0.312
C -1.30169 1.65619 0.16876 2.9989 0.4463 0.1731 -0.496
H -0.65663 -0.56239 3.13592 -0.8135 -0.3874 1.3198 0.197
H -1.33889 2.54469 0.83625 -1.1593 -0.5811 -0.8340 0.343
C -0.04675 1.14764 0.13380 -0.4786 1.1957 0.6640 0.784
C 0.57157 -0.01058 -2.00425 1.5037 -0.6196 -1.6840 -1.601
C -0.15015 -1.20992 0.03880 -0.5348 -4.7611 0.2627 0.565
C 0.38272 -3.61672 -0.28448 -0.5040 0.8689 -1.6939 -0.346
H 1.63676 0.02363 -2.28462 0.2052 0.6657 0.9804 0.376
H 0.55372 -4.06477 0.68426 0.0365 0.5762 0.8181 0.266
C -2.22478 1.03949 -0.77539 0.2639 0.2080 -0.9588 0.031
H 0.82679 2.72009 1.31270 0.1831 -0.1935 0.1028 0.382
H 1.45234 1.00138 1.64502 0.1517 1.4667 -1.3365 0.284
C 0.19010 -0.11577 -0.59831 -0.2181 2.0685 0.5553 0.277
H 0.12960 0.81197 -2.56440 -0.2642 0.0709 0.2976 0.315
C 1.14589 1.77982 0.85270 -1.0119 -1.3593 0.0533 -1.303
N 0.03125 -2.44508 -0.67162 0.7557 -0.8033 -0.1896 -0.443
H 0.54831 -4.35360 -1.10491 -0.2932 0.4731 0.5238 0.238
S -4.87650 0.12132 -0.09576 2.0275 0.5090 -0.7847 -0.333
C -0.69211 -1.38149 1.41596 0.2416 0.2812 0.1625 -0.422
N -0.42487 -0.43183 2.18658 0.8473 0.8616 0.2500 -0.415
H -1.22180 -2.28374 1.81463 0.4376 0.3661 -1.0929 0.416
H -1.85941 0.79679 -1.78919 -0.1414 0.2203 0.5033 0.224
```
Forces are in eV/Å.

Summary:
Energy relative to the best compared isomer or geometry (same formula, charge and spin) = 4.9069 eV
SMILES = [H]/N=C/C(N=C)=C(C)\C(C)=C/C=C=S
E_LUMO = 0.0023 Ha
Kohn-Sham gap = 7.910 eV
HOMO level = -7.85 eV
E = -24375.04622 eV

***

The following is a DFT calculation (ωB97M-V/def2-TZVPD) of a cluster of 2 separate species, C10H12N4 in total at a distorted geometry.

```
26
Properties=species:S:1:pos:R:3:forces:R:3:mulliken_charge:R:1
C 4.26755 0.22965 0.39948 2.5056 -1.2609 1.2813 -0.437
C 1.24140 -1.98957 -0.56107 2.0561 1.3834 1.0020 -0.965
H 4.03855 -1.84047 0.21703 -1.3978 1.5385 -0.9294 0.232
N -4.87213 0.45773 0.30113 -1.8887 3.1648 0.5482 -0.387
C -0.87435 1.06174 -0.39164 0.3674 -1.3152 -0.8451 -0.199
H -5.32383 1.01956 -0.44166 1.0577 -0.4453 -0.4460 0.394
C 0.19192 -2.56773 0.28468 -0.7460 0.7792 1.5327 -0.454
N -1.92440 0.25354 -0.01140 -1.9491 0.3622 0.7134 -0.551
C 2.42096 1.67502 0.11162 0.7919 2.5479 -0.7510 -0.367
H 2.04904 2.77313 -0.09103 0.4538 -2.4921 0.7495 0.296
H 2.07386 -2.65209 -0.55253 0.0419 -1.4680 -1.2983 0.441
N -1.76489 -0.99313 0.25634 1.7518 -0.1965 0.1356 0.117
H -1.24958 1.91325 -0.91851 0.0932 0.9767 0.1144 0.428
H 0.82890 -1.56664 -1.44774 -0.3293 -0.8037 -1.4023 0.447
H -3.88715 0.54061 0.43173 1.9176 0.5534 -0.8111 0.355
C -0.84902 -1.77137 0.50055 -0.4133 1.0668 -1.2182 0.558
N 0.31128 0.61163 -0.40988 0.4518 -0.3955 0.4788 -0.158
C 3.74622 1.48969 0.50316 -1.3219 1.8626 -0.7111 -0.548
H -5.06893 -0.49347 0.15866 -1.0382 -1.7367 0.3612 0.352
C 3.48527 -0.83681 0.01035 0.3845 -3.7983 1.0851 -0.709
H 5.32340 -0.09001 0.77358 -1.8798 1.1846 -0.8927 0.333
H -5.28070 0.98043 1.10252 -0.1473 -1.4682 0.2416 0.440
C 2.11703 -0.77430 -0.20887 1.7264 0.5284 0.1725 0.760
H 4.31621 2.38097 0.74957 0.1302 -0.3590 0.1628 0.415
H 0.35760 -3.43722 0.88506 0.0898 -0.5619 0.0472 0.407
C 1.64959 0.55841 -0.27829 -2.7086 0.3526 0.6790 0.800
```
Forces are in eV/Å.

Summary:
Energy relative to the best compared isomer or geometry (same formula, charge and spin) = 3.3695 eV
E_LUMO (alpha / beta) = -0.3446 / -0.3514 Ha
Kohn-Sham gap (alpha / beta) = 6.490 / 6.299 eV
HOMO level (alpha / beta) = -15.87 / -15.86 eV
E = -16502.31887 eV
Total charge = +2